Density functional theory data (ωB97M-V/def2-TZVPD) for C34H29O3P2PtS2 as an isolated structure.

Properties
Relative energy (zero: lowest compared OMol25 entry of this formula, charge and spin): 0.0 kJ/mol
Frontier orbital gap: 6.6 eV
Net charge: -1
Spin multiplicity: 1

Element x y z (Å)
H (0.775, 3.943, 1.425)
H (-0.792, -2.553, 0.343)
C (-2.855, -1.305, -2.629)
C (2.710, 2.334, 0.448)
C (0.492, -0.600, 2.780)
P (1.732, -1.303, 0.301)
C (-6.711, -1.690, -1.007)
H (-1.360, 0.506, 0.019)
C (-1.824, -1.975, 2.139)
H (-4.257, -1.194, -1.026)
C (-5.055, -2.151, -4.209)
S (1.908, -3.084, -0.511)
C (-3.812, -2.029, -4.753)
O (-6.491, -1.991, -2.371)
C (-0.742, -2.002, 1.274)
H (-3.689, -2.262, -5.803)
H (-2.597, -1.244, 4.006)
H (5.038, -1.531, 4.006)
S (1.065, 2.915, -2.110)
C (5.845, -0.604, 2.246)
C (3.307, -0.957, 1.149)
H (-3.143, 3.098, 2.919)
H (-6.465, -0.649, -0.786)
C (-0.589, -0.580, 3.651)
C (-0.146, 2.164, 0.648)
C (3.578, -1.385, 2.444)
C (-1.169, 3.637, 2.265)
Pt (0.052, -0.559, -2.094)
C (-1.261, -1.846, -6.122)
C (1.265, 0.035, -0.782)
O (-1.942, -0.918, -1.819)
H (-2.729, -2.511, 1.879)
C (2.820, 2.154, 1.824)
C (-1.294, 1.378, 0.656)
H (2.809, -1.882, 3.021)
C (-2.366, 1.716, 1.471)
O (-0.353, -1.150, -4.095)
H (-5.910, -2.470, -4.788)
H (-3.250, 1.089, 1.471)
H (6.370, 0.255, 0.349)
C (5.032, 3.089, 1.804)
C (4.929, 3.282, 0.434)
H (4.129, -0.077, -0.625)
H (-6.121, -2.342, -0.358)
H (5.935, 3.376, 2.329)
P (1.231, 1.799, -0.502)
C (-2.306, 2.839, 2.281)
C (-0.100, 3.305, 1.447)
C (-5.221, -1.846, -2.839)
H (1.990, 1.736, 2.376)
H (5.750, 3.729, -0.115)
H (-1.117, 4.525, 2.884)
H (3.671, 3.077, -1.304)
C (5.589, -0.204, 0.941)
H (-1.883, -1.188, -6.731)
C (3.773, 2.911, -0.239)
C (-1.750, -1.266, 3.331)
C (-1.400, -1.507, -4.655)
C (-4.164, -1.438, -2.074)
C (4.839, -1.199, 2.994)
C (3.971, 2.526, 2.500)
H (-0.522, -0.020, 4.576)
H (4.041, 2.372, 3.570)
H (6.828, -0.458, 2.676)
H (-0.219, -1.716, -6.400)
C (4.328, -0.381, 0.396)
H (-1.565, -2.874, -6.319)
H (1.392, -0.063, 3.045)
H (-7.770, -1.860, -0.827)
C (-2.681, -1.612, -4.011)
C (0.428, -1.311, 1.585)

Results of the Löwdin charge analysis, in e, for atoms 1 through 5: 0.106 0.075 -0.326 -0.353 -0.103

=====

Density functional theory data (ωB97M-V/def2-TZVPD) for a 2-piece molecular cluster, C5H11NO overall at a distorted geometry.

Properties
Relative energy (zero: lowest compared OMol25 entry of this formula, charge and spin): 348.5 kJ/mol
Frontier orbital gap (alpha / beta): 2.2 / 8.6 eV
Net charge: -1
Spin multiplicity: 2

Element x y z (Å)
H (-0.311, 1.810, -0.617)
H (0.281, -2.866, -0.660)
H (-1.183, 1.290, 1.474)
H (4.946, 0.552, 2.387)
H (-3.658, 0.716, 1.757)
C (-1.175, 1.164, -0.745)
H (-0.615, -0.243, -2.582)
N (0.042, -2.274, -1.444)
H (0.417, -0.796, 0.315)
H (6.138, -0.244, 2.751)
O (5.662, 0.047, 2.011)
C (-3.183, 0.777, 0.797)
C (0.063, -0.953, -0.790)
C (-0.603, -0.056, -1.474)
C (-1.789, 0.945, 0.624)
H (-1.788, 1.670, -1.411)
H (0.615, -2.146, -2.312)
H (-3.860, 0.609, -0.080)

Results of the Löwdin charge analysis, in e, for atoms 1 through 5: 0.078 0.029 0.060 -0.091 0.011

=====

Density functional theory data (ωB97M-V/def2-TZVPD) for C13H24B3BrClFO10S as an isolated structure at a distorted geometry.

Properties
Frontier orbital gap: 10.1 eV
Spin multiplicity: 1

Element x y z (Å)
O (-1.258, -1.579, 4.099)
F (0.438, 6.645, -1.309)
C (1.141, 0.731, 0.365)
O (0.326, -1.829, -3.605)
H (-1.003, -1.838, 7.076)
C (-2.998, 3.868, -0.251)
C (1.111, -1.223, 4.569)
C (0.671, -2.966, -3.439)
H (0.217, -5.692, -5.129)
H (2.222, -4.263, -2.563)
H (-0.066, -0.406, 2.980)
H (1.147, -3.439, -1.420)
C (-1.587, -1.115, 6.507)
B (1.608, 2.081, -1.772)
C (-0.179, -0.638, 4.035)
H (-1.004, -0.205, 6.393)
Cl (-2.550, 4.538, 1.344)
S (1.735, 5.785, -1.156)
O (1.780, 5.355, 0.197)
H (2.391, -2.536, -2.287)
H (-2.238, 1.725, -2.599)
O (2.258, 3.271, -2.146)
H (1.034, -1.481, 5.626)
O (2.797, 6.520, -1.742)
H (-3.992, 3.445, -0.139)
H (-2.255, 1.835, -0.291)
O (0.959, 1.130, 1.460)
C (-1.919, 2.710, -2.261)
C (0.535, -5.292, -4.168)
H (0.205, -7.121, -3.090)
Br (0.064, -0.700, -0.396)
H (2.897, 1.838, -0.015)
O (0.100, -3.928, -4.192)
H (-2.538, 3.468, -2.736)
O (-2.963, -2.482, 5.139)
H (-1.185, -6.024, -3.111)
H (1.624, -5.346, -4.146)
B (1.340, 4.271, -2.210)
H (2.695, 0.366, -1.014)
H (-1.034, 3.086, -0.274)
H (0.190, -5.683, -2.063)
C (-0.099, -6.076, -3.038)
H (1.925, -0.507, 4.450)
H (-3.021, 4.708, -0.936)
O (0.166, 4.122, -2.877)
C (-2.005, -1.763, 5.206)
H (-0.448, 0.294, 4.534)
O (0.450, 1.787, -2.446)
C (-2.003, 2.808, -0.706)
H (1.362, -2.133, 4.023)
C (2.191, 1.235, -0.582)
B (-0.419, 2.871, -2.591)
H (-2.488, -0.882, 7.068)
C (1.671, -3.346, -2.370)

Results of the Löwdin charge analysis, in e, for atoms 1 through 5: -0.001 -0.139 -0.780 0.078 0.094

=====

Density functional theory data (ωB97M-V/def2-TZVPD) for C14H21CoN5 as an isolated structure.

Properties
Frontier orbital gap (alpha / beta): 9.1 / 8.9 eV
Net charge: +2
Spin multiplicity: 2

Element x y z (Å)
C (-3.568, -1.151, -0.483)
H (-2.467, -3.653, -0.373)
H (-5.527, -0.277, -0.475)
C (2.722, 0.309, 1.121)
C (-2.602, 1.384, -0.355)
H (1.741, -4.396, -0.651)
C (-3.970, 1.200, -0.380)
Co (0.216, 0.504, -0.284)
H (3.727, 0.711, 1.260)
H (-0.597, -5.265, -0.458)
C (-2.210, -0.891, -0.447)
H (3.691, 2.153, -0.505)
H (1.759, 3.209, 0.652)
C (0.895, -3.726, -0.589)
N (-1.730, 0.368, -0.388)
C (1.705, 2.997, -0.412)
N (0.090, -1.475, -0.550)
H (-0.273, 0.955, 2.376)
H (0.265, -0.550, 2.145)
C (-0.401, -4.202, -0.491)
N (2.227, 0.606, -0.256)
H (2.622, -0.102, -0.864)
C (2.673, 1.913, -0.815)
H (-4.629, 2.055, -0.354)
H (2.675, 1.814, -1.902)
H (1.925, 3.926, -0.939)
H (-2.192, 2.380, -0.314)
C (1.784, 0.832, 2.194)
C (-1.449, -3.299, -0.442)
H (1.807, 1.918, 2.250)
C (-4.461, -0.092, -0.447)
H (2.094, -1.965, -0.716)
H (-3.934, -2.165, -0.545)
N (0.407, 0.413, 1.852)
H (2.105, 0.459, 3.167)
H (-0.343, 3.104, -0.272)
C (1.094, -2.360, -0.615)
N (0.339, 2.495, -0.710)
H (2.793, -0.777, 1.207)
C (-1.173, -1.943, -0.481)
H (0.169, 2.581, -1.712)

Results of the Löwdin charge analysis, in e, for atoms 1 through 5: 0.034 0.124 0.135 -0.147 -0.075

=====

Density functional theory data (ωB97M-V/def2-TZVPD) for an isolated molecule of C4H8O2.

Properties
SMILES: CCOCC=O
Relative energy (zero: lowest compared OMol25 entry of this formula, charge and spin): 189.9 kJ/mol
Frontier orbital gap: 10.8 eV
Spin multiplicity: 1

Element x y z (Å)
H (1.507, -0.174, 1.313)
H (-0.045, -2.216, 0.953)
C (0.527, 0.816, -1.673)
H (-1.609, 0.784, -1.172)
H (0.212, 1.017, -2.701)
H (-1.413, -1.227, 1.513)
H (-0.571, 1.240, 0.181)
C (-0.636, 0.588, -0.703)
H (1.231, 1.592, -1.357)
O (0.269, 0.073, 2.893)
C (-0.453, -1.194, 0.982)
C (0.520, -0.355, 1.792)
O (-0.579, -0.802, -0.358)
H (1.041, -0.144, -1.663)

Results of the Löwdin charge analysis, in e, for atoms 1 through 5: 0.135 0.136 -0.067 0.117 0.071

=====

Density functional theory data (ωB97M-V/def2-TZVPD) for CN4O as an isolated structure at a distorted geometry.

Properties
Relative energy (zero: lowest compared OMol25 entry of this formula, charge and spin): 41.4 kJ/mol
Frontier orbital gap: 8.1 eV
Spin multiplicity: 1

Element x y z (Å)
N (1.068, -1.008, 0.005)
N (1.472, 0.587, 0.024)
N (-0.109, -1.100, -0.008)
O (-2.052, 0.238, 0.022)
N (0.532, 1.259, -0.018)
C (-0.911, 0.023, -0.025)

Results of the Löwdin charge analysis, in e, for atoms 1 through 5: 0.089 -0.051 0.030 0.200 0.058